{
  "formula": "C21H27AsBrMoN7O2PSe2",
  "method": "wB97M-V/def2-TZVPD",
  "symbols": ["Mo", "Se", "P", "Se", "C", "C", "C", "C", "C", "C", "C", "C", "C", "C", "C", "C", "H", "H", "H", "H", "H", "H", "H", "H", "H", "H", "C", "As", "C", "C", "H", "H", "H", "H", "H", "H", "H", "H", "H", "N", "N", "N", "C", "N", "N", "H", "H", "H", "C", "N", "C", "C", "C", "O", "N", "C", "O", "H", "H", "H", "H", "H", "Br"],
  "coordinates": [[-0.3275, -0.4326, -0.1215], [-1.3672, 1.7380, 1.1246], [-3.1756, 0.7149, 0.5892], [-2.6392, -0.6360, -1.0599], [-3.7853, -0.2935, 1.9529], [-4.3660, -1.5393, 1.7302], [-4.8772, -2.2630, 2.8005], [-4.8052, -1.7471, 4.0865], [-4.2179, -0.5064, 4.3104], [-3.7066, 0.2218, 3.2474], [-4.5135, 1.8081, 0.1137], [-4.3916, 3.1893, 0.2123], [-5.4676, 3.9982, -0.1373], [-6.6476, 3.4292, -0.5907], [-6.7656, 2.0472, -0.6985], [-5.7019, 1.2363, -0.3464], [-4.4010, -1.9582, 0.7321], [-5.3254, -3.2330, 2.6273], [-5.2091, -2.3107, 4.9182], [-4.1597, -0.1050, 5.3141], [-3.2291, 1.1773, 3.4253], [-3.4645, 3.6337, 0.5506], [-5.3787, 5.0739, -0.0601], [-7.4806, 4.0630, -0.8667], [-7.6868, 1.6062, -1.0563], [-5.7996, 0.1592, -0.4285], [2.8371, -1.8060, -1.7474], [1.0626, -2.3382, -1.2013], [1.4756, -3.9860, -0.2863], [0.2594, -2.8974, -2.8619], [3.2721, -2.6271, -2.3149], [3.4508, -1.6076, -0.8719], [2.7814, -0.9131, -2.3613], [0.5763, -4.5800, -0.1718], [1.9021, -3.7640, 0.6894], [2.2071, -4.5144, -0.8936], [0.8329, -3.7238, -3.2761], [0.2706, -2.0547, -3.5494], [-0.7625, -3.2124, -2.6702], [4.0145, -0.8561, 3.0839], [3.1373, -0.2265, 2.2147], [3.0789, 1.0875, 2.1129], [2.0748, 1.2220, 1.2600], [1.5859, 0.0375, 0.8832], [2.2927, -0.8913, 1.5252], [4.7152, -0.1688, 3.3351], [4.4116, -1.6499, 2.5960], [1.7172, 2.1656, 0.8865], [-1.0095, -1.7762, 5.2266], [-1.0606, -2.1963, 3.8221], [-1.5493, -3.4301, 3.4979], [-1.6085, -3.8739, 2.2386], [-1.1792, -3.0025, 1.1719], [-1.2022, -3.3429, -0.0050], [-0.6932, -1.7223, 1.5155], [-0.5611, -1.3251, 2.8595], [-0.0711, -0.2670, 3.1888], [-1.8682, -2.1962, 5.7466], [-1.0490, -0.6946, 5.2702], [-0.0898, -2.1150, 5.7028], [-1.8817, -4.0266, 4.3383], [-1.9925, -4.8503, 1.9895], [0.6310, 0.9198, -1.9883]],
  "forces_ev_per_angstrom": [[-0.6, 0.7, 0.5], [0.2, -0.2, -0.1], [-0.1, 0.1, -0.1], [0.1, -0.2, -0.1], [0.0, -0.1, 0.2], [0.0, 0.0, 0.1], [0.0, 0.0, 0.0], [0.0, 0.0, 0.0], [0.0, 0.0, 0.0], [0.0, -0.1, 0.0], [-0.2, 0.1, -0.1], [-0.1, 0.0, 0.0], [0.1, -0.1, 0.0], [0.0, 0.0, 0.0], [0.0, 0.0, 0.0], [0.0, 0.0, 0.0], [0.0, 0.0, 0.0], [0.0, 0.0, 0.0], [0.0, 0.0, 0.0], [0.0, 0.0, 0.0], [0.0, 0.0, 0.0], [0.0, 0.0, 0.0], [0.0, 0.0, 0.0], [0.0, 0.0, 0.0], [0.0, 0.0, 0.0], [0.0, 0.0, 0.0], [0.0, 0.0, -0.1], [0.0, -0.2, -0.2], [0.1, -0.1, 0.0], [0.0, 0.0, 0.0], [0.1, 0.0, 0.0], [0.0, 0.0, 0.0], [0.0, 0.0, 0.0], [0.1, 0.0, -0.1], [0.0, 0.0, 0.0], [0.1, -0.1, 0.0], [0.0, 0.0, 0.0], [0.0, 0.0, 0.0], [0.0, 0.0, 0.0], [-0.3, 0.1, -0.2], [0.5, 0.2, 0.4], [-0.2, -0.3, -0.2], [0.0, 0.1, -0.1], [0.4, -0.2, 0.5], [-0.5, 0.1, -0.4], [0.1, 0.0, 0.0], [0.2, 0.0, 0.1], [0.0, 0.0, 0.0], [0.0, -0.1, -0.2], [-0.1, 0.0, 0.1], [0.0, 0.1, 0.2], [0.0, 0.1, -0.1], [0.2, 0.2, 0.3], [-0.4, 0.2, -0.2], [0.1, -0.2, 0.1], [-0.3, -0.3, -0.4], [0.3, 0.1, 0.0], [0.0, 0.0, 0.0], [0.0, 0.1, 0.0], [0.0, 0.0, 0.0], [0.0, 0.0, 0.0], [0.0, 0.0, 0.0], [0.0, -0.1, 0.1]],
  "total_charge": 1,
  "energy_ev": -309456.1979,
  "lumo_ev": [-4.740, -3.857],
  "spin_multiplicity": 3
}



{
  "formula": "C2H4N4",
  "method": "wB97M-V/def2-TZVPD",
  "symbols": ["N", "C", "C", "N", "N", "N", "H", "H", "H", "H"],
  "coordinates": [[-1.0658, 1.4683, 0.3642], [-0.3425, 0.3438, 0.0410], [0.3112, -0.6779, 0.6827], [1.0815, -1.2140, -0.3290], [0.9089, -0.5923, -1.4856], [0.0148, 0.3169, -1.2899], [-1.7133, 1.5598, 1.1263], [-1.3359, 1.8452, -0.5303], [0.2882, -1.1853, 1.6423], [1.8529, -1.8644, -0.2219]],
  "forces_ev_per_angstrom": [[0.0, 0.1, -0.1], [0.3, -0.1, -0.3], [0.3, -0.3, -0.4], [0.2, -0.2, 0.2], [-0.1, -0.3, 0.4], [0.3, 0.0, 0.3], [0.0, -0.4, -0.1], [-0.5, 0.6, 0.3], [0.0, 0.6, -0.2], [-0.4, 0.1, -0.2]],
  "energy_ev": -8098.0120,
  "lumo_ev": 0.981,
  "smiles": "Nc1c[nH]nn1",
  "spin_multiplicity": 1
}



{
  "formula": "C6H7O5",
  "method": "wB97M-V/def2-TZVPD",
  "symbols": ["C", "C", "C", "C", "C", "C", "O", "O", "O", "O", "O", "H", "H", "H", "H", "H", "H", "H"],
  "coordinates": [[3.2098, -0.2325, -0.0319], [2.7341, -1.4669, 0.0483], [2.5909, 1.0234, -0.0628], [1.0526, 1.1702, 0.0581], [0.2014, -1.0708, -0.5998], [-1.9556, -0.7730, 0.1245], [2.7922, -2.6490, 0.2921], [3.2427, 2.0932, -0.0658], [0.2637, 0.3736, -0.8965], [4.6024, -0.1269, 0.0989], [-0.7312, -1.2086, 0.4912], [0.7550, 0.8853, 1.1515], [0.7196, 2.2500, -0.2228], [-0.2565, -1.5093, -1.5729], [-2.4847, -0.8016, 0.9831], [-2.5358, -1.4170, -0.5820], [-1.9590, 0.1837, -0.1482], [4.6877, 0.7298, -0.2779]],
  "forces_ev_per_angstrom": [[1.5, 0.5, 0.3], [-3.4, -4.3, 0.4], [-2.3, 1.8, 0.1], [-1.6, -0.4, -0.4], [1.4, 1.1, 0.0], [-1.1, -3.2, -0.7], [0.7, 2.9, -0.6], [0.1, -1.2, -0.2], [0.8, 0.0, 0.8], [0.1, -1.4, 0.1], [2.6, -1.2, -1.0], [0.4, 0.6, -1.8], [1.0, -1.8, 0.9], [0.6, 0.5, 1.4], [-2.3, -0.1, 3.0], [0.7, 0.2, -0.1], [0.0, 4.0, -1.8], [1.0, 1.7, -0.4]],
  "total_charge": -1,
  "energy_ev": -16569.1772,
  "lumo_ev": [3.816, 3.816],
  "spin_multiplicity": 1
}